No. 1
Computed, not measured: a molecular structure, C4HKO2 in a non-equilibrium geometry, with ωB97M-V/def2-TZVPD.

XYZ file:
```
8
Properties=species:S:1:pos:R:3
O 2.9972 -0.2213 -0.0186
C 1.8096 0.1524 0.2258
C 0.7655 0.8006 0.3405
C -1.6954 0.0870 -0.4036
C -0.5069 0.2759 0.1923
O -1.6958 0.3454 0.9996
K -4.9244 -0.3908 -1.7580
H 3.2501 -1.0493 0.4220
```

The expectation value of S² is 0.7602. Its frontier orbital gap (spin up / spin down) is 7.55 / 8.72 eV. As for the spin multiplicity: 2. Its charge is +1. Its largest force on an atom is 2.27 eV/Å. The calculation puts the LUMO energy (spin up / spin down) at -0.1443 / -0.1441 hartree. For the highest occupied orbital energy (spin up / spin down), the calculation gives -11.5 / -12.6 eV.

No. 2
Computed, not measured: 2 unconnected molecules or ions with the total composition C5H10F3NO9PS in a non-equilibrium geometry, with ωB97M-V/def2-TZVPD.

XYZ file:
```
30
Properties=species:S:1:pos:R:3
C 0.6303 -0.4259 0.0842
O 0.7957 0.7813 -0.6792
C 1.1723 1.8686 0.0497
O 0.1233 2.3484 0.9354
C -0.9708 2.8405 0.3533
O -1.0787 3.1876 -0.7886
N -1.9928 2.9557 1.3244
C -2.6607 1.7437 1.7713
P -3.6029 0.8464 0.5094
O -2.8099 0.3133 -0.6068
O -4.3742 -0.2932 1.3482
O -4.7844 1.8271 0.0969
H 1.1406 -1.2513 -0.4127
H 1.0463 -0.3103 1.0883
H -0.4381 -0.6530 0.1353
H 2.0011 1.6466 0.7300
H 1.4597 2.6707 -0.6311
H -2.6317 3.6898 1.0511
H -3.3452 2.0146 2.5793
H -1.9208 1.0400 2.1622
H -3.7099 -0.8513 1.7798
H -4.9559 1.7136 -0.8502
C 4.1188 -3.4627 -2.3176
F 3.3671 -4.2825 -3.0732
F 5.3955 -3.8700 -2.4359
F 4.0396 -2.2350 -2.8593
S 3.5699 -3.4659 -0.5580
O 3.7284 -4.8517 -0.1803
O 2.1993 -3.0006 -0.6660
O 4.4879 -2.5345 0.0600
```

Its frontier orbital gap is 7.92 eV. Its charge is -1. Its largest force on an atom is 1.01 eV/Å. The calculation puts the LUMO energy at 0.0765 hartree. For the highest occupied orbital energy, the calculation gives -5.8 eV.

No. 3
Computed, not measured: a single C4H8N2 molecule, with ωB97M-V/def2-TZVPD.

XYZ file:
```
14
Properties=species:S:1:pos:R:3
C -1.3313 -1.2337 -0.6055
N -1.1047 -0.0420 -1.4196
C 0.0349 -0.6955 -0.7966
C 0.7215 -0.0886 0.3953
C 1.2206 1.3047 0.4967
N -0.0352 0.9136 1.1325
H -1.6598 -2.1223 -1.1405
H -1.7788 -1.0947 0.3781
H -1.3540 0.7788 -0.8685
H 0.6991 -1.1997 -1.4983
H 1.2966 -0.8182 0.9679
H 1.1297 2.0191 -0.3180
H 2.0873 1.4579 1.1393
H 0.0741 0.8207 2.1372
```

Its frontier orbital gap is 10.31 eV. The SMILES is C1N[C@H]1[C@H]1CN1. Its largest force on an atom is 0.32 eV/Å. The calculation puts the LUMO energy at 0.0395 hartree. For the highest occupied orbital energy, the calculation gives -9.2 eV.

No. 4
Computed, not measured: 2 unconnected molecules or ions with the total composition C5H10O2, with ωB97M-V/def2-TZVPD.

XYZ file:
```
17
Properties=species:S:1:pos:R:3
C -1.7666 0.6259 1.3540
C -1.2644 1.1809 0.2533
O -0.0501 0.9622 -0.3143
C 0.7915 0.0384 0.3308
C 2.1136 0.0046 -0.4278
C 0.2315 -1.3801 0.3396
O -0.5321 -1.8259 -0.4773
H -1.2386 -0.1071 1.9553
H -2.7721 0.8814 1.6645
H -1.8186 1.9087 -0.3323
H 0.9582 0.3485 1.3744
H 2.5588 1.0020 -0.4549
H 1.9394 -0.3350 -1.4535
H 2.8160 -0.6812 0.0573
H 0.6373 -2.0183 1.1553
H -1.4577 -0.0497 -2.7369
H -1.1462 -0.5553 -2.2876
```

Its frontier orbital gap is 10.00 eV. The SMILES is C=CO[C@H](C)C=O.[H][H]. Its largest force on an atom is 0.61 eV/Å. The calculation puts the LUMO energy at 0.0302 hartree. For the highest occupied orbital energy, the calculation gives -9.2 eV.

No. 5
Computed, not measured: a molecular structure, CHF4OSc in a non-equilibrium geometry, with ωB97M-V/def2-TZVPD.

XYZ file:
```
8
Properties=species:S:1:pos:R:3
C -0.8184 -0.1880 0.2083
F -1.1929 0.3553 -0.9395
F -1.9604 -0.8633 0.3438
F -0.4197 -0.4769 1.4350
F 0.1909 1.6827 0.4593
Sc 1.8689 1.3154 -0.5779
O 0.9695 -0.5032 -0.6262
H 1.3623 -1.3219 -0.3029
```

Its frontier orbital gap is 9.96 eV. Its charge is +2. Its largest force on an atom is 8.30 eV/Å. The calculation puts the LUMO energy at -0.4742 hartree. For the highest occupied orbital energy, the calculation gives -22.9 eV.

No. 6
Computed, not measured: a single C6H11NO molecule in a non-equilibrium geometry, with ωB97M-V/def2-TZVPD.

XYZ file:
```
19
Properties=species:S:1:pos:R:3
C 1.3505 0.6341 -1.1480
C -0.7433 -0.1808 0.1323
C 2.1013 0.7702 1.0257
C -2.1462 0.2265 -0.3294
C -0.7729 -1.5758 0.7621
N 1.9657 1.3293 -0.1619
C 0.1808 -0.1988 -1.0915
O -0.1582 -0.8285 -2.0897
H 2.3427 2.2515 -0.3462
H 1.7787 0.7486 -2.1356
H -0.4042 0.5559 0.8641
H 1.9574 -0.2733 1.2202
H 2.3662 1.3461 1.8974
H -2.4846 -0.4447 -1.1158
H -2.1437 1.2425 -0.7224
H -2.8479 0.1784 0.5025
H -1.1248 -2.2977 0.0266
H 0.2217 -1.8874 1.0849
H -1.4393 -1.5961 1.6247
```

Its frontier orbital gap (spin up / spin down) is 7.60 / 7.51 eV. Its largest force on an atom is 2.38 eV/Å. The calculation puts the LUMO energy (spin up / spin down) at -0.0006 / -0.0027 hartree. For the highest occupied orbital energy (spin up / spin down), the calculation gives -7.6 / -7.6 eV.